56
Properties=species:S:1:pos:R:3:forces:R:3:nbo_charge:R:1 method="wB97M-V/def2-TZVPD" de_lowest_kcal_mol=537.2 total_charge=0 homo_lumo_gap_ev=8.6 e_tot_ha=-2705.9687 homo_energy_ev=-8.92
C -2.15397 -4.14367 -0.49374 2.1 -4.7 -10.3 -1.04
H -1.53226 -5.07427 -0.34618 -0.8 0.8 0.0 0.31
H -1.51671 -3.50386 -1.37338 -1.8 -1.6 2.4 0.30
H -3.16970 -4.38239 -0.89927 0.9 0.1 0.4 0.31
S -2.22404 -3.30580 0.77446 -4.3 6.9 15.0 2.02
O -0.94844 -2.95268 1.38687 0.3 -0.6 -1.3 -0.94
O -3.21873 -3.88450 2.03559 3.3 1.6 -6.2 -0.89
C -3.00124 -1.56812 0.24244 -0.5 -5.1 0.3 -0.16
C -2.22803 -0.45782 0.11111 5.8 -4.8 3.7 -0.29
C -2.67599 0.67358 -0.25589 -6.1 3.5 -1.7 0.16
C -4.13028 0.95243 -0.57581 2.6 -13.4 3.7 -0.21
C -4.98031 -0.26839 -0.49960 8.6 -1.8 2.8 -0.14
C -4.31267 -1.71964 -0.01904 3.7 12.6 -4.2 -0.19
H -4.92586 -2.31873 0.30992 -5.9 -6.9 2.8 0.20
H -5.93292 -0.32042 -0.77632 -3.9 0.3 -1.1 0.19
Cl -4.83174 2.11141 -1.19985 -3.7 8.6 -4.2 0.21
N -1.84183 1.67148 -0.31038 3.6 6.9 0.4 -0.66
C -2.17629 3.03366 0.19116 13.1 -3.8 -5.0 0.72
O -3.06788 3.54845 0.55067 -12.1 3.7 4.5 -0.51
C -0.98678 4.08636 0.02775 -0.3 -8.0 -8.0 -0.15
H -0.97706 4.76031 0.63934 -0.1 6.8 7.9 0.19
H -1.22032 4.67572 -0.87643 0.2 -0.7 -0.3 0.20
O 0.26322 3.43729 -0.09492 -0.4 -2.2 0.3 -0.54
C 1.23154 3.81915 0.77572 2.4 -2.8 -5.5 0.80
O 1.24982 4.94716 1.01418 0.9 4.1 3.6 -0.53
C 2.54305 2.87429 0.52661 -7.2 -0.7 -1.0 -0.18
C 3.62010 3.00100 1.25070 -2.2 11.6 6.0 -0.13
C 4.74485 2.50687 1.21546 8.5 -9.3 -0.5 -0.21
C 4.58475 1.11856 0.64623 5.6 1.5 -0.4 -0.14
C 3.55567 0.79113 -0.09972 -3.3 2.2 -1.8 -0.40
C 2.43486 1.77403 -0.23700 -0.7 -4.3 -1.9 -0.11
H 1.53416 1.34873 -0.89616 2.1 1.7 1.6 0.26
S 3.42814 -0.66079 -1.08235 2.2 -1.8 -2.1 2.30
O 4.59631 -1.56407 -0.94719 -1.7 2.2 0.2 -0.92
O 2.95842 -0.44590 -2.43659 0.6 0.9 0.9 -0.92
N 2.11186 -1.16413 -0.29711 -2.4 -5.2 -3.1 -0.71
C 2.37096 -1.89472 0.81489 -0.5 2.7 13.7 -0.25
C 2.99372 -3.26238 1.19582 0.6 1.6 -13.6 -0.41
C 2.08877 -4.17815 0.13437 8.9 -2.4 -0.6 -0.36
C 1.77979 -3.50944 -1.18210 6.7 -13.4 -3.4 -0.51
C 1.34174 -2.33090 -0.98855 -10.9 14.5 -3.4 -0.26
H 0.14977 -2.26265 -0.41622 3.9 -0.2 -1.3 0.23
H 1.05550 -1.81752 -2.09312 0.6 -1.2 2.7 0.24
H 1.20234 -4.42600 -1.84913 0.7 3.2 1.7 0.25
H 2.75167 -3.47580 -1.85838 -1.4 -0.1 1.4 0.24
H 1.29700 -4.38142 0.60769 -6.6 -1.4 3.6 0.17
H 2.64750 -5.31955 0.09274 -1.4 3.2 -0.5 0.19
H 3.25805 -3.80786 1.98230 0.6 -1.0 4.0 0.24
H 4.00138 -3.10229 0.35240 -2.1 -1.1 3.2 0.21
H 1.25483 -1.90348 1.56149 3.0 0.3 -2.4 0.21
H 3.01495 -1.13424 1.45054 -1.0 -1.2 -0.4 0.20
H 5.52303 0.51406 0.46058 -1.2 0.3 0.9 0.24
H 5.78340 2.67359 1.70044 -2.4 0.4 -0.7 0.25
H 3.68452 4.02839 1.90629 -0.9 -2.0 -1.4 0.21
H -0.78595 1.56890 -0.43916 -2.3 0.0 0.4 0.44
H -1.08458 -0.45974 0.66720 -3.3 -0.3 -2.0 0.25

***

73
Properties=species:S:1:pos:R:3:forces:R:3:mulliken_charge:R:1 method="wB97M-V/def2-TZVPD" total_charge=-1 homo_lumo_gap_ev=3.0 e_tot_ha=-3636.1563 homo_energy_ev=-1.35
C 0.90733 2.43400 -2.28816 -0.1 0.3 0.0 -0.92
C 1.09161 3.71620 -3.18364 2.5 -1.8 1.1 0.59
F -0.02306 4.56548 -2.97419 0.1 -0.2 -0.2 -0.44
C 2.47425 4.35544 -2.78869 -0.6 1.0 -0.6 -1.06
C 2.45573 5.91911 -2.90386 -0.5 -0.7 0.0 -0.50
C 1.90731 6.53354 -4.26448 1.1 0.7 0.1 -0.60
C 2.24166 5.72079 -5.55227 -0.2 1.6 0.2 -0.35
F 1.05605 5.11788 -6.02470 0.7 -0.2 -0.1 -0.33
H -0.06707 1.92610 -2.50578 0.5 0.2 0.2 0.14
H 0.98777 2.69924 -1.20046 0.2 -0.2 -1.6 0.06
H 1.72540 1.69563 -2.47370 -0.5 0.7 -0.1 0.33
H 1.16883 3.33212 -4.23072 -1.0 0.7 0.3 0.34
H 3.20160 3.95070 -3.55421 -0.5 0.3 0.6 0.23
H 1.81238 6.34052 -2.08845 0.5 -0.2 -0.6 -0.05
H 3.48480 6.31863 -2.71066 -0.7 -0.3 -0.2 0.39
H 2.41476 7.53412 -4.39192 -0.4 -0.7 0.0 0.47
H 0.81897 6.77686 -4.21679 0.7 -0.6 -0.2 0.24
H 3.06755 4.99366 -5.43631 -0.8 0.0 0.2 0.24
H 2.57429 6.45313 -6.33197 -0.4 -0.6 0.3 0.29
C -0.78757 -2.72360 -0.81017 -0.4 -0.3 -0.4 -0.24
C 0.19337 -1.66530 -1.37204 -0.9 0.4 0.5 0.91
C 1.66761 -1.77786 -0.96602 0.7 0.1 -0.5 0.06
F 1.86527 -1.65263 0.35710 -0.3 -0.1 0.3 -0.21
F 2.38118 -0.79122 -1.55183 -0.2 -0.1 -0.2 -0.24
F -0.28536 -0.43819 -1.09319 0.2 0.0 0.2 -0.19
F 0.15360 -1.79182 -2.72862 0.3 -0.3 -0.1 -0.35
O -1.58225 -2.36093 0.33113 1.0 0.4 0.5 -0.38
C -1.01212 -2.52596 1.59527 -0.7 -0.6 -1.5 0.75
C -0.84218 -1.20215 2.34762 0.1 0.7 0.2 0.22
F -0.06750 -0.34654 1.66883 0.1 -0.2 -0.3 -0.20
F -0.24406 -1.41567 3.54495 -0.1 -0.4 0.1 -0.30
F 0.13128 -3.23095 1.47588 0.3 0.2 0.6 -0.28
F -1.86366 -3.30772 2.29331 0.0 0.2 0.4 -0.31
H -1.52341 -2.88308 -1.60049 0.0 0.3 0.1 0.37
H -0.31752 -3.69275 -0.66633 0.1 0.5 0.0 0.06
H 2.09008 -2.73288 -1.29245 -0.2 -0.1 0.0 0.22
H -1.80806 -0.72375 2.51634 -0.1 -0.2 0.0 0.25
C 0.76256 -8.37637 2.09909 0.3 -0.4 0.5 -0.80
C 0.62452 -7.54094 0.80174 -0.4 -0.8 -0.1 0.89
C 0.00281 -6.14530 0.91766 0.1 0.6 -0.1 0.24
F -1.26088 -6.16893 1.35664 -0.2 -0.4 0.2 -0.26
F -0.03911 -5.54905 -0.31085 0.4 -0.7 0.1 -0.39
F -0.02615 -8.28035 -0.12291 -0.2 0.1 0.0 -0.28
F 1.88927 -7.36261 0.32627 0.1 0.3 0.2 -0.33
O -0.21552 -9.39497 2.37267 -0.8 0.8 -0.4 -0.40
C -1.41353 -9.08109 3.03102 1.6 0.0 0.1 0.78
C -2.64420 -9.32897 2.15195 -0.4 -0.2 -0.3 0.21
F -2.60751 -8.59678 1.02534 0.3 0.2 0.0 -0.20
F -3.76815 -8.98136 2.81625 0.1 0.0 0.3 -0.25
F -1.36299 -7.84032 3.52933 -0.3 0.3 -0.2 -0.28
F -1.48100 -9.90622 4.09507 -0.3 -0.3 -0.1 -0.30
H 1.68360 -8.94722 1.96906 -0.1 0.0 -0.2 0.44
H 0.94296 -7.75056 2.97353 -0.3 0.2 -0.1 0.35
H 0.58932 -5.50724 1.58188 0.1 -0.1 0.0 0.25
H -2.71038 -10.38096 1.86930 0.1 -0.1 0.2 0.22
C -0.81098 4.92212 0.40772 0.2 0.4 -0.6 -0.31
C -0.73942 3.53436 1.09598 0.7 0.8 0.1 0.85
C -2.02966 2.99036 1.71999 -0.2 -0.5 -0.1 0.06
F -2.50300 3.75683 2.71678 0.1 0.5 0.1 -0.25
F -1.80338 1.76279 2.26724 0.1 0.0 -0.1 -0.18
F 0.26653 3.54213 1.99973 -0.2 -0.1 0.3 -0.30
F -0.37730 2.66058 0.12561 -1.0 -0.1 0.7 -0.26
O -0.34192 6.07788 1.13293 -0.7 -0.3 1.2 -0.43
C -1.18464 6.77363 2.00398 0.5 -0.7 -1.8 0.78
C -0.69274 6.71966 3.45409 0.3 0.0 0.4 0.21
F -0.61059 5.45748 3.90881 -0.1 -0.2 -0.2 -0.20
F -1.55527 7.37859 4.26713 -0.1 0.2 -0.2 -0.27
F -2.45458 6.36519 1.86451 -0.3 -0.1 0.5 -0.30
F -1.16237 8.06224 1.59989 0.1 0.3 0.4 -0.30
H -0.11448 4.85654 -0.43334 0.1 -0.1 0.1 -0.02
H -1.78300 5.10509 -0.05029 -0.1 -0.1 0.3 0.39
H -2.81242 2.87858 0.96547 0.1 0.1 -0.1 0.26
H 0.29476 7.17501 3.54242 0.0 0.1 -0.2 0.21

***

51
Properties=species:S:1:pos:R:3:forces:R:3:nbo_charge:R:1 method="wB97M-V/def2-TZVPD" total_charge=+4 homo_lumo_gap_ev=3.0 e_tot_ha=-1512.7375 homo_energy_ev=-19.10
C 3.04758 -2.35347 1.59006 -0.1 0.5 -0.4 -1.12
Si 3.03501 -1.51441 -0.08295 -0.2 -0.1 0.2 1.61
C 3.13735 -2.66683 -1.53356 0.1 0.5 0.0 -1.14
C 1.33407 -0.57970 -0.19517 0.6 -0.6 0.6 -0.86
C 0.34030 -1.75845 0.05510 -0.5 0.6 -0.9 -0.47
C -0.80291 -1.66376 1.06142 0.6 0.4 0.2 0.65
F -0.28500 -1.49904 2.30156 -0.2 -0.1 0.1 -0.31
F -1.51360 -2.81703 1.00796 0.1 -0.2 0.2 -0.28
C -1.88583 -0.60700 0.86692 0.0 -0.2 -0.5 0.28
C -2.12537 0.39711 1.81276 0.4 -0.3 0.0 -0.28
C -3.17889 1.21980 1.61831 -0.1 0.4 0.2 0.06
C -4.05995 1.05961 0.44646 0.0 0.0 0.3 0.24
N -5.05783 1.87024 0.32678 -0.3 0.1 -0.3 -0.32
C -5.86115 1.67936 -0.77246 -0.2 0.2 0.4 0.46
C -7.01101 2.54573 -0.95375 0.5 -0.2 -0.7 -0.58
C -6.83861 3.95617 -0.32439 -0.3 0.7 0.7 0.13
N -7.70916 4.59084 0.29194 -0.1 -0.7 -0.5 -0.36
C -5.57216 0.62585 -1.74105 0.1 0.4 -0.6 0.05
N -4.58831 -0.17910 -1.61585 0.0 -0.1 0.3 -0.25
C -3.77745 0.01696 -0.51144 -0.6 0.0 -0.1 0.18
C -2.72271 -0.77995 -0.30033 0.7 -0.5 0.1 -0.16
C 4.70772 -0.48721 -0.08846 -0.8 0.9 -0.1 -0.43
C 5.09401 0.40316 0.93653 1.1 -0.7 0.5 -0.37
C 6.40341 0.96703 0.96152 -0.3 -0.9 0.9 -0.37
C 7.33588 0.66747 -0.04209 -0.5 1.0 0.4 -0.20
C 6.93524 -0.14304 -1.09911 -0.6 -0.4 -0.4 -0.17
C 5.64930 -0.71355 -1.11665 0.5 0.5 0.0 -0.09
H 2.47093 -3.27222 1.53836 0.1 -0.3 0.1 0.27
H 4.05218 -2.56877 1.93958 0.1 -0.2 0.1 0.27
H 2.55095 -1.70496 2.31196 0.0 0.0 0.2 0.25
H 3.01613 -2.13896 -2.48020 0.0 0.1 -0.1 0.26
H 4.09406 -3.18163 -1.57777 0.0 -0.3 0.1 0.27
H 2.33163 -3.39493 -1.47768 0.1 -0.2 0.0 0.28
H 1.15991 -0.14314 -1.17304 0.0 0.1 -0.1 0.25
H 1.28556 0.19845 0.56749 -0.1 0.0 0.1 0.23
H 0.88224 -2.65046 0.35022 -0.3 -0.3 0.2 0.26
H -0.14364 -1.98866 -0.89284 0.1 -0.2 -0.1 0.24
H -1.49319 0.47819 2.68185 0.0 0.0 0.1 0.29
H -3.41822 1.98667 2.34342 -0.2 0.1 0.0 0.28
H -7.13650 2.65061 -2.04206 -0.3 -0.2 0.0 0.31
H -7.93822 2.06893 -0.60767 -0.1 0.1 0.3 0.36
H -5.88335 4.44994 -0.48739 0.2 -0.1 -0.2 0.23
H -8.59735 4.11688 0.46818 -0.2 0.4 0.3 0.39
H -6.24583 0.50167 -2.58000 -0.1 0.0 -0.1 0.26
H -2.53166 -1.59133 -0.98822 0.1 -0.1 -0.1 0.29
H 4.40746 0.64966 1.73813 0.0 0.0 0.2 0.27
H 6.66147 1.66154 1.75438 0.1 -0.1 0.3 0.29
H 8.33003 1.08967 -0.00678 0.1 0.0 0.0 0.30
H 7.62970 -0.36391 -1.89739 0.0 0.0 -0.1 0.29
H 5.39150 -1.37719 -1.92852 0.0 0.0 -0.2 0.26
Zr 5.09426 2.28719 -0.45403 0.5 -0.2 -1.7 1.68

***

50
Properties=species:S:1:pos:R:3:forces:R:3:nbo_charge:R:1 method="wB97M-V/def2-TZVPD" de_lowest_kcal_mol=10.7 total_charge=0 homo_lumo_gap_ev=8.5 smiles="CCOc1ccc(N2C[C@@H](C(=O)NCCc3ccc(F)cc3)CC2=O)cc1" e_tot_ha=-1249.1749 homo_energy_ev=-7.87
C 3.77031 -1.05052 -6.81811 -0.2 0.0 0.4 -0.62
C 3.32676 -1.01098 -5.36403 0.4 0.0 -0.1 -0.06
O 1.91396 -1.04334 -5.34566 -0.2 0.0 -0.1 -0.50
C 1.26978 -0.99667 -4.14887 -0.2 0.0 0.2 0.30
C -0.12527 -1.00592 -4.20293 0.3 0.0 0.0 -0.24
C -0.88001 -0.96725 -3.05270 -0.1 0.0 -0.1 -0.19
C -0.25997 -0.91147 -1.80417 0.2 0.1 -0.3 0.10
N -1.01687 -0.87959 -0.61913 0.1 -0.2 0.1 -0.43
C -0.42294 -1.25569 0.64775 0.3 0.0 0.3 -0.20
C -1.60495 -1.36306 1.62414 0.2 0.2 0.0 -0.32
C -1.16046 -0.94863 3.02501 -0.3 -0.3 -0.4 0.70
O -0.01969 -1.10753 3.40409 0.3 -0.1 0.0 -0.63
N -2.13180 -0.43352 3.81228 -0.4 0.1 0.2 -0.62
C -1.80980 0.22786 5.05661 0.0 0.1 0.2 -0.22
C -1.68118 1.75139 4.86455 0.1 -0.3 0.0 -0.43
C -0.73955 2.03369 3.72649 -0.1 0.2 0.1 -0.07
C 0.62534 1.81575 3.87567 -0.1 0.1 -0.1 -0.16
C 1.48562 1.95183 2.80369 0.1 0.0 -0.2 -0.27
C 0.96464 2.30789 1.57237 -0.1 0.0 0.1 0.39
F 1.79684 2.41457 0.51383 -0.1 0.0 0.1 -0.33
C -0.38258 2.55793 1.39549 0.2 0.0 -0.2 -0.31
C -1.22658 2.41986 2.48435 0.1 0.0 0.2 -0.15
C -2.67925 -0.49642 0.97456 -0.1 -0.1 -0.1 -0.51
C -2.29200 -0.43262 -0.50131 -0.4 0.1 0.4 0.69
O -3.01321 -0.02132 -1.38102 -0.2 0.1 -0.2 -0.61
C 1.12874 -0.90159 -1.74860 -0.3 0.0 0.1 -0.18
C 1.88809 -0.94431 -2.90564 0.2 0.0 -0.4 -0.31
H 4.85488 -1.02889 -6.87541 0.1 0.0 0.0 0.21
H 3.36642 -0.19449 -7.35145 0.0 0.1 -0.1 0.21
H 3.40457 -1.95709 -7.29232 0.0 -0.1 -0.1 0.21
H 3.68991 -0.09273 -4.88156 -0.1 -0.1 0.0 0.17
H 3.73171 -1.87672 -4.82075 -0.1 0.1 0.0 0.17
H -0.59986 -1.04676 -5.17030 -0.1 0.0 -0.1 0.22
H -1.95465 -0.96727 -3.11674 0.0 0.0 0.0 0.25
H 0.27470 -0.48765 1.00312 0.0 -0.1 -0.1 0.21
H 0.12274 -2.19642 0.55016 0.0 0.1 0.0 0.22
H -1.94474 -2.40234 1.68171 0.0 0.1 0.0 0.24
H -3.04428 -0.26282 3.42139 0.1 0.0 -0.1 0.39
H -2.57913 0.00065 5.79844 0.1 0.0 0.0 0.20
H -0.85439 -0.18593 5.38466 -0.2 0.0 0.1 0.23
H -1.30894 2.18776 5.79225 -0.1 0.1 0.1 0.22
H -2.66358 2.17804 4.65179 0.0 0.0 0.0 0.20
H 1.01794 1.52053 4.83621 0.1 -0.1 0.1 0.22
H 2.54355 1.77154 2.90685 0.1 0.0 0.0 0.23
H -0.75686 2.84027 0.42390 0.0 0.1 -0.1 0.24
H -2.28158 2.62479 2.36246 -0.1 0.0 0.0 0.20
H -2.65488 0.52946 1.34863 0.0 0.0 0.0 0.23
H -3.69194 -0.88481 1.07675 0.0 0.1 -0.1 0.23
H 1.64172 -0.84823 -0.80202 0.0 0.0 0.1 0.21
H 2.96274 -0.93119 -2.81645 0.1 0.0 0.0 0.22